Entry 1:
{
  "formula": "C4H12",
  "method": "ωB97M-V with the def2-TZVPD basis set",
  "e_tot_ha": -159.5736,
  "smiles": "CC.CC",
  "spin_multiplicity": 1,
  "relative_energy_kcal_mol": 7.1,
  "homo_lumo_gap_ev": 12.8,
  "symbols": ["C", "C", "H", "H", "H", "H", "H", "H", "C", "C", "H", "H", "H", "H", "H", "H"],
  "coordinates": [[-2.234, 1.090, -0.769], [-2.537, 0.011, -1.835], [-1.340, 1.627, -1.049], [-3.072, 1.781, -0.660], [-2.177, 0.614, 0.209], [-3.548, 0.149, -2.224], [-2.492, -0.987, -1.386], [-1.848, 0.075, -2.672], [2.124, 0.054, 0.894], [2.661, -1.134, 1.693], [1.994, 0.926, 1.540], [2.769, 0.370, 0.084], [1.164, -0.103, 0.381], [1.918, -1.920, 1.796], [2.966, -0.809, 2.692], [3.533, -1.600, 1.237]]
}

=====

Entry 2:
{
  "formula": "C46H39CaF5N6O8",
  "method": "ωB97M-V with the def2-TZVPD basis set",
  "e_tot_ha": -3883.7404,
  "spin_multiplicity": 1,
  "relative_energy_kcal_mol": 24.8,
  "homo_lumo_gap_ev": 6.3,
  "symbols": ["Ca", "O", "C", "O", "C", "C", "C", "C", "C", "N", "C", "O", "O", "H", "H", "H", "H", "H", "C", "O", "C", "C", "C", "C", "C", "C", "N", "C", "N", "C", "C", "C", "C", "C", "C", "O", "C", "N", "C", "C", "C", "C", "C", "C", "O", "C", "H", "H", "H", "H", "H", "H", "H", "H", "H", "H", "H", "H", "H", "H", "H", "H", "H", "H", "H", "H", "H", "H", "F", "C", "C", "C", "F", "C", "F", "C", "F", "C", "F", "C", "N", "N", "C", "O", "C", "C", "C", "C", "C", "C", "C", "C", "C", "H", "H", "H", "H", "H", "H", "H", "H", "H", "H", "H", "H"],
  "coordinates": [[-0.772, -1.156, -0.976], [-3.703, 0.306, 2.311], [-3.114, -0.209, 1.231], [-2.476, 0.425, 0.438], [-3.410, -1.684, 1.075], [-4.506, -2.280, 1.670], [-4.725, -3.621, 1.430], [-3.823, -4.326, 0.644], [-2.743, -3.651, 0.117], [-2.552, -2.350, 0.305], [-1.581, -4.358, -0.581], [-1.827, -5.544, -1.146], [-0.480, -3.900, -0.532], [-3.411, 1.232, 2.356], [-5.159, -1.699, 2.306], [-5.575, -4.125, 1.869], [-3.950, -5.389, 0.484], [-2.768, -5.650, -1.333], [2.026, 4.267, 0.382], [1.619, 3.658, -0.833], [2.164, 4.106, -1.991], [3.100, 5.132, -2.067], [3.565, 5.571, -3.304], [3.105, 4.976, -4.467], [2.207, 3.919, -4.383], [1.729, 3.467, -3.161], [0.802, 2.403, -3.141], [0.647, 1.459, -2.137], [1.822, 1.036, -1.656], [2.217, 0.119, -0.618], [1.383, -0.853, -0.076], [2.022, -1.713, 0.849], [3.354, -1.609, 1.206], [4.144, -0.598, 0.652], [3.569, 0.261, -0.264], [4.256, 1.289, -0.873], [5.670, 1.265, -0.782], [-0.540, 1.006, -1.793], [-1.685, 1.797, -2.073], [-1.706, 3.185, -1.962], [-2.854, 3.931, -2.208], [-4.027, 3.288, -2.559], [-4.052, 1.898, -2.616], [-2.908, 1.161, -2.351], [-2.921, -0.222, -2.322], [-4.205, -0.837, -2.374], [3.083, 4.073, 0.581], [1.423, 3.814, 1.162], [1.852, 5.344, 0.365], [3.460, 5.603, -1.163], [4.284, 6.379, -3.347], [3.459, 5.309, -5.435], [1.872, 3.409, -5.280], [0.016, 2.483, -3.763], [2.613, 1.462, -2.113], [1.444, -2.520, 1.303], [3.802, -2.303, 1.912], [5.185, -0.503, 0.926], [6.043, 2.033, -1.453], [6.067, 0.295, -1.083], [6.004, 1.487, 0.234], [-0.797, 3.686, -1.653], [-2.820, 5.010, -2.123], [-4.928, 3.849, -2.772], [-4.976, 1.401, -2.869], [-4.050, -1.891, -2.171], [-4.650, -0.734, -3.363], [-4.875, -0.403, -1.627], [-2.549, -3.335, -2.857], [-1.669, -2.685, -3.743], [-0.540, -2.102, -3.251], [0.206, -1.505, -4.238], [1.381, -0.878, -3.942], [-0.147, -1.449, -5.575], [0.618, -0.829, -6.489], [-1.325, -2.045, -5.984], [-1.693, -2.010, -7.271], [-2.110, -2.682, -5.047], [-3.266, -3.259, -5.428], [1.858, -2.582, 5.656], [0.532, -2.344, 5.088], [0.409, -1.305, 4.170], [-0.516, -1.636, 3.190], [-0.842, -0.851, 2.305], [-0.921, -2.991, 3.508], [-0.236, -3.374, 4.612], [-0.199, -4.699, 5.294], [0.868, 0.013, 4.451], [1.350, 0.788, 3.402], [1.791, 2.076, 3.670], [1.765, 2.583, 4.965], [1.277, 1.797, 6.002], [0.816, 0.512, 5.745], [2.354, -1.628, 5.801], [2.476, -3.203, 5.001], [1.748, -3.063, 6.625], [-1.633, -3.580, 2.948], [-0.956, -5.354, 4.867], [-0.389, -4.596, 6.363], [0.774, -5.182, 5.171], [1.373, 0.384, 2.398], [2.175, 2.679, 2.854], [2.127, 3.585, 5.166], [1.245, 2.186, 7.012], [0.409, -0.101, 6.543]]
}

=====

Entry 3:
{
  "formula": "C22H34N4O5S",
  "method": "ωB97M-V with the def2-TZVPD basis set",
  "e_tot_ha": -1852.1844,
  "smiles": "COc1ccc(NC(=O)C[C@@H]2SCCNC2=O)cc1.CC[C@H](C)[C@H](NC(C)=O)C(=O)NC",
  "spin_multiplicity": 1,
  "relative_energy_kcal_mol": 11.1,
  "homo_lumo_gap_ev": 8.6,
  "symbols": ["O", "O", "O", "O", "O", "S", "C", "C", "C", "C", "C", "C", "C", "C", "C", "C", "N", "N", "N", "N", "C", "C", "C", "C", "C", "C", "C", "C", "C", "C", "C", "C", "H", "H", "H", "H", "H", "H", "H", "H", "H", "H", "H", "H", "H", "H", "H", "H", "H", "H", "H", "H", "H", "H", "H", "H", "H", "H", "H", "H", "H", "H", "H", "H", "H", "H"],
  "coordinates": [[1.270, -1.377, -6.351], [-3.006, -1.371, 2.036], [0.873, -4.174, 2.109], [3.246, 1.931, -3.538], [-0.233, 4.360, 2.839], [-2.127, -3.762, 4.584], [0.764, -0.444, -5.750], [-1.916, -1.917, 2.128], [0.158, -4.389, 3.073], [2.097, 2.289, -3.779], [-1.473, 2.371, 3.212], [0.716, 2.195, 2.228], [-1.633, 0.986, 3.101], [0.561, 0.805, 2.128], [-0.313, 2.994, 2.751], [-0.627, 0.185, 2.531], [-0.746, -1.205, 2.354], [1.756, 3.577, -3.925], [0.811, -4.763, 4.219], [1.413, 0.140, -4.742], [0.252, 5.017, 1.660], [-0.604, 0.060, -6.171], [2.690, 4.698, -3.812], [-0.950, -0.960, -1.210], [-0.901, -4.225, 5.880], [-1.881, -3.412, 1.823], [-1.370, -4.301, 2.984], [0.101, -5.267, 5.386], [0.195, 1.908, -1.539], [-0.608, -0.277, -2.541], [0.564, 0.732, -2.468], [0.970, 1.249, -3.876], [-2.265, 2.975, 3.642], [1.643, 2.651, 1.897], [-2.556, 0.542, 3.462], [1.367, 0.210, 1.709], [0.110, -1.731, 2.200], [0.788, 3.789, -4.107], [1.794, -4.989, 4.092], [2.341, -0.221, -4.568], [1.341, 4.939, 1.592], [-0.192, 4.585, 0.756], [-0.012, 6.078, 1.698], [-0.947, -0.532, -7.019], [-0.529, 1.103, -6.468], [-1.307, -0.053, -5.349], [2.802, 4.982, -2.764], [2.321, 5.555, -4.378], [3.669, 4.411, -4.204], [-1.398, -0.250, -0.516], [-0.051, -1.391, -0.768], [-1.672, -1.757, -1.391], [-0.358, -3.326, 6.188], [-1.431, -4.609, 6.757], [-2.903, -3.722, 1.587], [-1.285, -3.573, 0.920], [-1.704, -5.323, 2.788], [-0.420, -6.198, 5.138], [0.816, -5.488, 6.186], [-0.639, 2.473, -1.954], [-0.092, 1.541, -0.555], [1.050, 2.567, -1.388], [-1.500, 0.226, -2.916], [-0.350, -1.075, -3.237], [1.426, 0.219, -2.037], [0.103, 1.739, -4.315]]
}

=====

Entry 4:
{
  "formula": "C8H14FOP",
  "method": "ωB97M-V with the def2-TZVPD basis set",
  "e_tot_ha": -829.5113,
  "spin_multiplicity": 3,
  "s_squared": 2.009,
  "homo_lumo_gap_ev": [8.2, 8.2],
  "symbols": ["C", "C", "C", "C", "C", "C", "C", "C", "O", "F", "P", "H", "H", "H", "H", "H", "H", "H", "H", "H", "H", "H", "H", "H", "H"],
  "coordinates": [[-2.928, 0.153, -0.814], [-1.741, 0.514, -0.459], [2.424, -0.809, 0.696], [1.191, -0.471, 1.553], [3.166, 0.246, -0.095], [-0.017, -1.264, 1.247], [2.345, 1.060, -1.083], [-4.165, 0.992, -0.798], [-0.879, -1.931, -1.281], [2.817, 1.049, -2.326], [-0.369, -0.716, -0.530], [-2.963, -0.953, -1.144], [-1.393, 1.487, -0.028], [3.219, -1.258, 1.258], [1.926, -1.406, -0.133], [1.551, -0.714, 2.600], [0.993, 0.639, 1.512], [3.536, 1.050, 0.601], [3.970, -0.321, -0.643], [-0.005, -2.370, 1.397], [-1.016, -0.879, 1.700], [1.951, 2.017, -0.768], [-5.061, 0.550, -1.156], [-4.111, 1.958, -1.449], [-4.442, 1.376, 0.141]]
}

=====

Entry 5:
{
  "formula": "C3H8FHgP",
  "method": "ωB97M-V with the def2-TZVPD basis set",
  "e_tot_ha": -712.8715,
  "spin_multiplicity": 1,
  "homo_lumo_gap_ev": 6.5,
  "total_charge": 2,
  "symbols": ["C", "C", "F", "C", "P", "H", "H", "H", "H", "H", "H", "H", "H", "Hg"],
  "coordinates": [[1.902, -0.027, 0.112], [0.449, -0.350, -0.026], [0.016, -0.972, 1.114], [-0.503, 0.825, -0.392], [-2.212, 0.735, 0.389], [2.532, -0.915, 0.070], [2.229, 0.676, -0.651], [2.010, 0.403, 1.112], [0.381, -1.205, -0.944], [-0.034, 1.766, -0.086], [-0.698, 0.900, -1.463], [-2.749, -0.712, 0.060], [-1.867, 0.538, 1.741], [-1.455, -1.661, -1.038]]
}

=====

Entry 6:
{
  "formula": "C18H17Cl8IN4O2TeTi",
  "method": "ωB97M-V with the def2-TZVPD basis set",
  "e_tot_ha": -6162.3171,
  "spin_multiplicity": 3,
  "s_squared": 2.016,
  "relative_energy_kcal_mol": 18.1,
  "homo_lumo_gap_ev": [7.8, 5.0],
  "symbols": ["Ti", "Cl", "C", "C", "Cl", "C", "Cl", "C", "O", "C", "Cl", "C", "Cl", "Cl", "C", "Cl", "Cl", "C", "N", "N", "C", "C", "Te", "C", "H", "H", "H", "H", "H", "H", "C", "C", "C", "O", "C", "H", "H", "H", "H", "H", "H", "H", "H", "I", "C", "C", "N", "N", "C", "H", "H", "H"],
  "coordinates": [[0.298, -0.685, 0.133], [-5.489, 1.202, -3.874], [-3.981, 1.082, -3.054], [-3.737, 0.026, -2.185], [-4.925, -1.185, -1.912], [-2.521, -0.047, -1.530], [-2.162, -1.355, -0.450], [-1.505, 0.905, -1.678], [-0.394, 0.813, -1.007], [-1.767, 1.943, -2.584], [-0.528, 3.118, -2.858], [-2.982, 2.038, -3.254], [-3.258, 3.343, -4.338], [3.038, -4.144, -2.422], [1.389, -3.658, -2.499], [0.240, -4.791, -3.097], [1.577, -2.512, 0.827], [1.034, -2.464, -2.071], [0.822, -1.348, -1.683], [2.679, 1.198, 1.199], [1.832, 0.521, 0.788], [3.607, 1.536, -3.928], [2.370, 0.837, -2.332], [3.911, -0.432, -1.641], [3.899, 0.708, -4.573], [4.496, 1.990, -3.486], [3.059, 2.280, -4.505], [4.669, 0.207, -1.194], [4.312, -0.994, -2.481], [3.495, -1.095, -0.887], [-0.413, -3.039, 3.584], [0.561, -1.926, 4.015], [-0.056, -0.682, 3.412], [-0.636, -1.125, 2.158], [-1.210, -2.427, 2.425], [-1.086, -3.318, 4.394], [0.125, -3.927, 3.261], [1.542, -2.094, 3.582], [0.658, -1.841, 5.097], [0.644, 0.117, 3.196], [-0.864, -0.303, 4.041], [-1.146, -3.025, 1.522], [-2.258, -2.282, 2.688], [-2.289, 4.447, 4.373], [-1.454, 3.361, 2.833], [-0.613, 3.826, 1.850], [-0.327, 2.767, 1.076], [-0.908, 1.639, 1.487], [-1.604, 1.992, 2.561], [-0.213, 4.810, 1.664], [0.271, 2.725, 0.268], [-2.204, 1.266, 3.088]]
}